Computed, not measured: a 24-piece molecular cluster, C77H214N12O31 overall, with ωB97M-V with the def2-TZVPD basis set.

```
334
Properties=species:S:1:pos:R:3:forces:R:3:mulliken_charge:R:1
C 3.756 -3.903 1.339 0.1 -1.3 0.1 0.940
C 3.867 -4.997 0.289 1.5 -0.4 0.3 0.655
O 4.880 -4.602 -0.681 0.9 -0.9 1.4 0.170
O 4.500 -4.179 2.545 0.4 0.7 -0.9 -1.048
H 2.752 -3.781 1.652 -1.2 -0.1 0.5 -0.113
H 3.985 -2.986 0.836 0.7 0.8 -0.1 0.150
H 2.970 -5.166 -0.281 -0.5 0.1 -0.1 -0.787
H 4.146 -5.966 0.800 -0.2 0.9 -0.5 0.233
H 5.817 -4.687 -0.261 -2.0 0.3 -1.3 0.029
H 5.468 -4.052 2.385 -0.4 -0.4 0.1 0.305
C 4.028 -0.477 -2.803 1.3 -1.6 2.0 1.646
C 5.098 0.347 -2.030 -1.3 0.6 -1.8 -1.440
O 5.005 0.205 -0.643 -0.4 0.5 0.4 0.642
O 4.177 -0.248 -4.155 1.0 0.6 0.1 -0.776
H 3.108 -0.155 -2.375 -1.3 0.4 0.0 0.082
H 4.076 -1.597 -2.469 0.3 1.5 -0.8 -1.318
H 4.925 1.395 -2.394 0.1 -0.5 0.7 -0.053
H 6.075 0.074 -2.364 0.6 -0.1 -0.2 1.145
H 5.775 -0.333 -0.423 0.3 -0.7 0.1 -0.428
H 3.566 -0.789 -4.654 -0.7 -0.5 -0.7 0.546
C 4.090 2.438 6.729 -1.0 1.0 -0.3 0.023
C 4.027 3.555 5.677 1.0 -0.9 -1.1 -0.375
O 3.958 2.771 4.448 0.2 1.6 -0.1 -0.164
O 4.461 2.906 7.996 -0.9 0.3 1.3 -0.634
H 4.853 1.768 6.431 0.9 -0.6 -0.4 0.025
H 3.161 1.832 6.707 0.2 0.5 0.2 0.176
H 4.910 4.238 5.718 -0.1 -0.9 0.0 0.406
H 3.218 4.259 5.722 -1.1 0.0 0.4 0.250
H 3.939 3.395 3.668 -0.1 -0.6 0.6 0.205
H 3.665 3.135 8.524 0.8 -0.2 -0.6 0.369
C 0.284 -5.623 -5.019 2.2 0.0 1.1 -0.821
C 1.425 -6.673 -5.003 1.5 1.4 -0.4 -0.282
O 1.934 -6.850 -3.678 0.1 0.5 -0.7 -0.579
O 0.670 -4.368 -4.442 0.4 -0.2 1.0 0.742
H -0.514 -6.021 -4.470 -1.5 -0.7 0.6 0.169
H 0.032 -5.371 -5.998 -0.7 0.1 -1.8 0.827
H 2.270 -6.307 -5.703 -1.1 -0.3 0.9 -0.093
H 1.171 -7.636 -5.432 -0.6 -0.2 0.2 0.546
H 2.505 -6.055 -3.494 -0.5 -0.7 0.2 0.167
H 0.780 -4.452 -3.450 0.0 -0.1 -1.1 -0.302
C -2.827 -1.096 -3.301 -0.7 -1.3 -1.3 -0.365
C -1.558 -0.952 -4.117 0.2 2.3 -0.6 0.695
O -0.712 0.151 -3.613 0.4 -2.3 -0.8 1.471
O -2.479 -1.014 -1.953 -1.0 0.2 0.6 -0.173
H -3.254 -2.151 -3.574 0.5 1.7 0.7 0.392
H -3.603 -0.359 -3.644 0.6 -0.4 0.6 -0.324
H -1.790 -0.695 -5.195 0.2 -0.8 0.9 0.348
H -0.981 -1.848 -3.984 0.5 -0.4 -0.3 -0.679
H -1.240 0.915 -3.472 -0.8 1.3 0.3 -0.848
H -2.615 -0.075 -1.669 0.5 -0.4 -0.1 -0.182
C -7.010 3.062 -0.934 -1.0 -0.2 -0.2 0.187
C -7.139 2.698 -2.468 0.1 -0.1 1.2 0.061
O -7.406 3.777 -3.328 0.5 0.6 -0.5 -0.651
O -5.892 2.422 -0.320 0.4 0.8 -1.1 0.468
H -7.931 2.746 -0.416 0.2 -0.1 -0.1 0.018
H -7.032 4.159 -0.814 0.6 -0.2 -0.1 -0.161
H -7.957 1.988 -2.636 -0.1 0.1 0.3 0.374
H -6.240 2.110 -2.646 0.4 0.3 -0.5 -0.416
H -6.611 4.192 -3.754 -0.3 -0.9 0.8 0.361
H -6.170 1.908 0.445 -0.6 -0.2 0.4 -0.116
C 4.121 -4.460 -4.516 -1.2 -2.2 -0.4 1.409
C 5.111 -5.458 -5.166 -0.8 -0.2 -0.2 -1.139
O 6.389 -5.529 -4.516 -0.8 0.6 -0.4 -0.465
O 3.600 -4.799 -3.207 0.4 0.1 -0.8 0.296
H 3.234 -4.605 -5.184 0.5 0.6 0.6 -1.341
H 4.400 -3.432 -4.561 0.6 0.8 0.0 0.540
H 5.219 -5.146 -6.232 0.2 0.0 0.7 0.322
H 4.646 -6.498 -5.232 0.4 1.3 0.4 0.407
H 6.497 -6.452 -4.355 0.5 -0.9 0.3 0.314
H 4.255 -4.898 -2.495 0.4 0.2 -0.1 -0.262
C -4.142 6.058 4.097 -0.3 0.3 -0.3 -1.644
C -4.484 4.751 3.372 -0.2 1.5 -0.3 0.540
C -5.234 5.036 2.024 -1.1 -1.9 1.3 0.131
O -3.312 4.051 3.109 1.4 -1.1 0.4 -0.134
H -3.625 6.699 3.382 0.2 0.0 0.0 0.298
H -3.500 5.920 4.969 0.0 -0.2 0.0 0.369
H -5.032 6.614 4.406 -0.1 -0.2 0.1 0.392
H -5.062 4.106 4.005 -1.0 -0.2 0.5 0.387
H -4.544 5.281 1.250 0.7 0.0 -0.4 -0.409
H -6.009 5.824 2.034 0.4 -0.2 0.5 0.359
H -5.771 4.061 1.787 0.7 1.2 -0.3 -0.389
H -2.970 3.600 3.958 -0.6 0.8 -1.4 -0.122
C 2.213 -0.217 4.889 0.3 0.2 0.2 0.525
C 3.235 -0.693 3.848 -0.8 0.7 -0.7 2.427
C 4.647 -0.289 4.229 0.5 -2.6 0.9 -0.382
O 2.972 -2.102 3.578 0.4 0.8 0.4 -0.888
H 1.223 -0.539 4.602 -0.5 0.0 -0.3 -0.651
H 2.234 0.905 4.970 0.1 -1.2 0.0 -1.054
H 2.375 -0.715 5.861 0.2 0.4 -0.2 0.554
H 3.013 -0.108 2.917 0.0 -0.5 0.3 -1.158
H 4.949 -0.950 5.129 -0.1 1.0 -1.4 0.230
H 4.772 0.746 4.465 -0.4 0.6 0.3 -0.179
H 5.292 -0.456 3.362 0.2 -0.3 0.2 -0.288
H 3.724 -2.659 3.264 -0.2 0.7 0.5 0.218
C 1.452 3.416 2.369 -0.7 0.6 1.1 0.930
C 2.333 4.476 1.759 -0.7 0.4 -1.3 1.255
C 1.946 5.901 2.090 -0.5 1.0 -0.4 -1.869
O 3.674 4.301 2.157 0.4 0.2 0.0 -0.762
H 0.409 3.489 2.015 0.5 -0.2 -0.2 0.261
H 1.395 3.535 3.467 0.3 0.1 -0.4 -0.152
H 1.898 2.452 2.191 -0.2 -0.5 -0.2 -0.865
H 2.210 4.369 0.640 0.5 0.0 0.8 -0.226
H 2.545 6.642 1.496 -0.3 -0.7 0.7 0.400
H 2.032 6.106 3.161 0.3 0.0 0.0 0.323
H 0.893 6.132 1.852 0.2 -0.4 -0.1 0.259
H 4.136 3.778 1.467 -0.1 -0.2 0.2 0.411
C -2.336 6.945 -0.813 -0.1 2.0 -0.5 -1.766
C -3.076 5.778 -1.399 -1.2 -0.2 0.5 3.010
C -4.642 5.941 -1.433 1.3 0.6 0.7 -1.016
O -2.702 5.622 -2.738 0.7 -0.3 -1.2 -0.476
H -2.292 7.725 -1.608 0.1 -0.5 0.2 0.381
H -1.299 6.788 -0.503 -0.3 -0.3 0.1 0.333
H -2.903 7.502 -0.066 0.1 -0.5 0.5 0.400
H -2.838 4.870 -0.799 -0.1 0.2 -0.4 -1.306
H -4.987 6.968 -1.269 0.3 0.1 0.0 0.420
H -5.048 5.350 -0.636 -0.5 -0.4 0.1 -0.449
H -5.017 5.653 -2.394 -0.2 -0.5 -0.4 0.436
H -1.780 5.930 -2.899 -0.4 -0.2 0.4 0.133
C 5.781 4.426 -0.981 0.2 2.1 -0.2 -1.385
C 6.058 3.177 -0.199 -0.8 -0.7 -1.2 1.029
C 7.063 3.484 0.873 0.3 1.0 -1.2 -1.336
O 4.804 2.783 0.396 0.6 -0.3 -0.2 0.150
H 5.867 5.287 -0.243 -0.2 -0.7 -1.0 0.323
H 4.792 4.528 -1.475 0.5 -0.6 0.4 0.081
H 6.544 4.603 -1.765 -0.3 -0.1 0.4 0.372
H 6.335 2.342 -0.867 0.2 0.4 0.2 0.152
H 6.437 4.133 1.481 0.7 0.1 0.9 0.246
H 7.933 4.046 0.435 -0.8 -0.4 0.5 0.355
H 7.422 2.599 1.338 0.2 -0.6 0.8 0.251
H 4.842 1.816 0.413 -0.4 -0.3 0.0 -0.227
C 0.840 -0.479 -7.143 -1.4 0.3 1.4 -2.025
C 1.169 -1.803 -6.458 -2.4 0.2 0.9 1.311
C 1.928 -2.661 -7.418 0.4 -1.6 -1.1 -0.045
O 1.040 -3.194 -8.417 -0.9 1.0 1.5 -0.387
C 1.586 -3.977 -9.413 1.9 1.5 0.2 -0.780
N 1.960 -1.522 -5.260 -0.4 -1.0 1.9 0.352
H 1.654 0.025 -7.542 2.2 0.5 -0.7 0.508
H 0.368 0.331 -6.555 0.0 -0.8 0.6 0.162
H 0.174 -0.607 -7.941 -1.0 -0.6 -1.3 0.543
H 0.190 -2.382 -6.151 1.7 1.1 -0.8 -0.070
H 2.409 -3.540 -6.922 -0.1 0.7 -0.1 -0.248
H 2.685 -2.044 -7.917 0.3 -0.2 0.1 0.488
H 2.225 -3.341 -10.060 0.0 -0.4 0.0 0.308
H 0.806 -4.350 -9.998 -1.3 -0.7 -0.9 0.286
H 2.191 -4.775 -9.011 0.3 -0.6 0.2 0.248
H 1.742 -2.282 -4.561 0.6 0.5 -1.1 -0.591
H 1.571 -0.717 -4.752 -0.1 -0.1 -0.6 -0.164
C -3.359 3.310 -6.461 0.7 1.1 -0.8 -0.962
C -4.694 3.170 -5.744 -0.1 1.3 1.4 0.413
C -4.952 1.750 -5.291 1.0 0.0 0.7 0.576
O -5.084 0.849 -6.375 1.1 0.4 0.6 -0.397
C -6.317 0.221 -6.428 -1.0 0.4 -1.0 -0.729
N -4.598 4.073 -4.511 -1.0 -1.2 -1.0 -0.160
H -2.586 3.317 -5.682 0.0 -0.8 -0.2 -0.141
H -3.172 4.355 -6.873 -0.7 -1.1 0.1 0.378
H -3.143 2.572 -7.259 -0.2 0.4 0.5 0.372
H -5.553 3.610 -6.258 0.2 -0.4 -0.5 0.260
H -5.724 1.697 -4.504 -0.3 0.0 -0.9 0.457
H -4.041 1.492 -4.720 0.0 -0.2 -0.2 -0.879
H -6.381 -0.270 -7.431 -0.2 0.3 0.9 0.248
H -7.067 1.023 -6.331 -0.4 -0.5 -0.3 0.365
H -6.484 -0.488 -5.623 0.1 -0.4 0.2 0.245
H -4.060 3.627 -3.768 0.2 0.3 -0.3 -0.245
H -4.083 4.850 -4.887 0.3 0.6 0.7 0.201
C 7.337 -3.281 4.675 -0.7 0.4 1.3 -1.735
C 7.409 -2.735 3.254 1.1 0.0 0.9 2.167
C 8.717 -1.915 3.161 -0.7 0.1 -0.1 -1.165
O 8.846 -1.431 1.815 0.0 -0.4 1.0 -0.181
C 9.285 -0.113 1.694 1.2 1.7 -0.2 -0.460
N 7.402 -3.897 2.401 0.1 -1.2 -0.2 -0.491
H 7.216 -2.500 5.439 0.4 0.2 -0.3 0.416
H 8.181 -3.911 4.981 0.2 0.3 -0.4 0.426
H 6.467 -3.891 4.890 -0.4 -0.3 -0.6 0.332
H 6.543 -2.087 3.018 0.5 -0.3 0.1 -0.806
H 9.569 -2.524 3.488 0.0 -0.3 -0.5 0.174
H 8.705 -1.110 3.914 -0.3 0.2 -0.5 0.551
H 9.463 0.425 2.680 -0.2 -0.8 -1.1 0.326
H 8.553 0.486 1.126 0.0 -0.2 0.2 -0.063
H 10.242 -0.041 1.089 -0.8 -0.3 0.8 0.275
H 7.498 -3.729 1.418 0.3 0.4 -0.5 0.005
H 8.144 -4.569 2.663 -0.7 0.6 -0.1 0.309
C 1.451 2.684 -3.176 1.8 1.0 -0.2 -0.852
C 0.423 3.787 -2.936 0.3 -1.1 0.7 1.838
C 0.953 5.158 -3.332 0.2 0.8 0.1 -1.260
O -0.083 6.152 -3.126 0.8 -0.1 0.5 -0.434
C 0.433 7.485 -3.091 1.2 -2.2 -0.1 -1.145
N -0.844 3.417 -3.522 -1.2 0.2 0.4 0.187
H 1.280 1.746 -2.626 -0.3 0.6 -0.4 -0.507
H 2.450 3.134 -2.825 -1.1 -0.9 -0.5 0.101
H 1.534 2.485 -4.248 0.2 -0.2 0.0 0.673
H 0.347 3.669 -1.845 -0.5 0.9 0.0 -0.637
H 1.224 5.208 -4.398 0.0 -0.3 0.0 0.465
H 1.886 5.454 -2.773 -0.9 -0.4 -0.2 0.230
H 1.073 7.657 -2.236 0.5 -0.2 0.2 0.324
H -0.348 8.141 -3.000 -2.1 1.5 0.0 0.386
H 0.955 7.645 -4.013 0.5 0.4 -0.5 0.402
H -1.599 4.094 -3.369 0.4 -0.2 0.1 -0.071
H -0.849 3.195 -4.500 0.6 -0.1 -0.4 0.105
C -2.339 -2.738 2.171 0.9 1.1 0.4 -1.445
C -1.071 -2.307 2.964 -0.5 0.7 -0.3 3.001
C -1.137 -3.001 4.326 1.0 0.3 0.5 -1.565
O -1.820 -2.092 5.207 -0.5 -0.4 -0.3 0.372
C -2.092 -2.699 6.456 2.0 0.1 0.2 -1.251
N 0.150 -2.599 2.169 -0.7 -0.9 1.6 2.164
H -3.258 -2.569 2.731 0.1 -0.1 0.1 0.175
H -2.238 -3.783 1.950 -0.1 -0.6 -0.3 0.303
H -2.415 -2.153 1.260 0.0 -0.1 -0.4 0.047
H -1.088 -1.191 3.158 -0.3 -1.0 0.0 -1.632
H -0.136 -3.257 4.759 -0.4 0.4 -0.4 0.481
H -1.654 -3.973 4.249 -0.2 0.3 0.0 0.534
H -1.101 -2.808 6.985 -1.0 0.2 0.0 0.272
H -2.436 -3.694 6.309 -0.6 -1.1 -0.2 0.430
H -2.835 -2.174 7.048 0.2 0.5 -0.1 0.297
H 0.962 -2.245 2.670 0.2 0.0 -0.1 -0.696
H 0.041 -2.086 1.329 0.1 0.5 -1.1 -0.907
C -11.417 3.788 2.663 -0.5 -0.6 -2.0 -1.494
C -10.202 4.147 1.827 -0.1 -0.1 -0.8 0.763
C -10.127 5.633 1.507 0.5 0.8 0.7 -1.088
O -8.961 5.843 0.712 0.2 -0.4 0.2 -0.016
C -8.734 7.179 0.315 -0.4 -0.1 -0.9 -0.777
N -9.029 3.643 2.542 -1.5 -0.5 1.4 -0.278
H -11.469 2.679 2.640 -0.1 0.7 0.6 0.312
H -12.338 4.172 2.175 0.4 -0.2 0.5 0.410
H -11.281 4.216 3.638 -0.2 -0.1 0.7 0.380
H -10.188 3.672 0.790 -0.2 0.1 1.3 0.105
H -10.014 6.220 2.460 -0.2 -0.3 -0.5 0.332
H -11.052 5.982 1.001 0.4 -0.1 0.0 0.424
H -8.486 7.846 1.133 -0.4 0.1 0.5 0.330
H -9.639 7.474 -0.244 0.4 0.6 0.3 0.373
H -7.868 7.274 -0.363 -0.4 -0.7 0.1 0.084
H -8.302 4.039 2.059 2.8 0.9 -1.4 -0.084
H -8.924 4.031 3.497 -0.6 -0.2 -0.7 0.276
C -8.528 -0.406 3.448 -1.4 -0.2 -0.2 -1.548
C -7.294 0.207 2.827 0.6 0.0 -0.9 0.298
C -6.363 -0.910 2.313 1.1 -0.7 -1.1 -0.313
O -6.006 -1.947 3.252 0.5 1.5 0.5 -0.474
C -5.095 -1.423 4.244 -1.6 -0.8 1.5 -0.171
N -7.508 1.061 1.578 0.4 -1.2 1.8 -0.198
H -9.319 0.364 3.571 0.5 -0.3 0.2 0.384
H -8.362 -0.912 4.441 0.0 0.5 -1.2 0.283
H -8.966 -1.122 2.713 0.3 0.1 0.7 0.350
H -6.831 0.826 3.601 0.4 0.1 -0.3 0.123
H -5.396 -0.470 1.887 -1.2 -0.3 0.5 0.009
H -6.854 -1.471 1.437 0.4 0.9 1.3 0.408
H -5.570 -0.719 5.009 0.3 -0.7 -1.1 0.269
H -4.230 -0.973 3.845 0.9 0.9 -1.0 -0.278
H -4.685 -2.258 4.827 -0.4 -0.1 -0.2 0.347
H -8.169 1.789 1.799 -0.4 0.4 0.2 -0.016
H -7.950 0.427 0.938 -0.3 -0.1 -0.6 0.276
C -2.442 -5.406 -1.058 -1.7 1.3 -1.5 -1.360
C -1.078 -5.368 -1.677 1.1 -2.0 2.6 0.308
C -0.183 -4.343 -0.955 -0.8 0.2 0.3 0.787
O 1.034 -4.263 -1.651 0.6 -0.6 -0.2 0.742
C 1.671 -3.039 -1.392 -1.3 0.8 -0.7 -0.365
N -0.548 -6.766 -1.646 0.7 1.0 -0.8 -0.576
H -3.139 -6.194 -1.421 0.8 0.3 0.0 0.431
H -2.949 -4.427 -1.280 0.3 -0.8 0.4 0.180
H -2.366 -5.500 -0.007 0.1 -0.1 1.3 -0.141
H -1.078 -5.162 -2.679 -0.4 1.1 -2.5 0.542
H -0.053 -4.590 0.147 0.0 0.2 -1.1 -0.936
H -0.561 -3.303 -1.055 -0.8 -0.6 0.4 -0.234
H 2.548 -3.011 -1.995 0.6 0.2 -0.3 -0.027
H 1.894 -2.978 -0.359 0.5 0.2 1.2 -0.850
H 0.969 -2.177 -1.615 0.7 -0.7 -0.1 0.240
H -0.718 -7.146 -0.752 -0.2 -0.6 1.2 0.102
H 0.469 -6.811 -1.799 -0.6 0.2 -0.2 0.297
C 7.102 -2.113 -3.398 -0.2 0.8 0.5 -1.872
C 6.822 -2.686 -2.019 0.9 1.4 0.1 2.402
C 7.670 -3.905 -1.951 -1.0 -1.1 0.0 -1.161
O 7.421 -4.692 -0.776 0.3 0.8 -0.1 -0.352
C 7.637 -6.042 -1.086 0.9 -0.2 0.1 -0.940
N 7.112 -1.679 -0.949 -0.5 -0.6 0.4 0.134
H 6.395 -1.342 -3.644 -0.1 0.6 0.0 0.500
H 6.936 -2.836 -4.165 0.3 -0.8 -0.5 0.443
H 8.113 -1.708 -3.431 0.1 0.0 -0.3 0.417
H 5.775 -2.883 -1.956 -0.6 -0.6 0.2 -1.305
H 8.715 -3.674 -2.006 0.8 0.3 0.2 0.228
H 7.438 -4.523 -2.829 -0.1 0.1 0.2 0.481
H 6.825 -6.444 -1.717 0.1 0.0 0.4 0.147
H 7.735 -6.520 -0.094 0.0 -0.4 -0.8 0.297
H 8.579 -6.065 -1.684 -0.4 -0.6 0.6 0.385
H 7.228 -2.121 -0.032 -0.1 0.0 -0.4 -0.339
H 7.988 -1.216 -1.096 0.6 0.2 -0.4 0.225
C -2.966 0.948 1.144 -0.8 -0.4 -1.0 -0.149
C -1.947 1.654 0.315 1.3 2.9 -0.8 1.494
C -0.597 1.030 0.316 0.5 -1.5 0.4 0.860
O 0.430 1.861 -0.204 -0.7 -0.1 0.9 0.364
C 1.599 1.061 -0.262 0.6 2.3 0.0 -0.348
N -2.309 1.760 -1.106 0.1 0.4 -0.6 1.217
H -3.953 1.405 1.100 0.1 0.5 -0.1 -0.376
H -2.676 0.951 2.175 0.3 -0.4 0.6 -0.309
H -3.143 -0.037 0.697 0.3 -0.3 0.5 0.135
H -1.780 2.708 0.713 -0.3 -1.0 0.0 -0.302
H -0.595 0.130 -0.338 -0.4 0.1 0.4 -0.912
H -0.378 0.686 1.352 0.4 0.3 -0.3 -0.037
H 2.390 1.832 -0.591 -0.7 -1.8 0.6 -0.180
H 1.384 0.298 -0.976 0.5 -0.8 -0.9 0.056
H 1.782 0.563 0.704 0.4 0.4 -0.1 0.032
H -3.249 2.088 -1.105 -1.0 0.6 -0.4 -0.348
H -1.728 2.461 -1.645 -0.7 -1.2 0.9 -1.220
C 1.088 -7.948 1.374 -0.1 0.7 -0.2 -1.512
C 0.190 -7.013 2.188 -1.6 0.8 -1.5 2.499
C -0.692 -7.603 3.216 -0.4 -1.0 0.9 -0.776
O -1.492 -8.649 2.662 0.1 0.8 0.7 -0.401
C -2.717 -8.137 2.239 -0.2 0.5 -0.3 -0.463
N 0.883 -5.906 2.779 1.7 1.2 0.0 -0.335
H 1.999 -8.202 1.919 0.1 0.0 0.0 0.420
H 1.311 -7.413 0.446 0.5 0.1 0.2 0.154
H 0.629 -8.857 1.008 -0.4 -0.3 0.4 0.384
H -0.596 -6.614 1.516 0.5 0.0 -0.6 -1.273
H -1.284 -6.792 3.702 0.1 -0.5 -0.5 0.104
H -0.125 -8.050 4.000 0.6 -0.4 0.8 0.381
H -3.252 -8.962 1.860 -1.2 -1.2 0.2 0.347
H -2.646 -7.556 1.316 0.3 0.8 0.2 0.083
H -3.242 -7.566 3.045 0.2 -0.5 -0.7 0.253
H 0.540 -4.924 2.604 0.6 -1.6 -0.2 -0.182
H 1.883 -6.024 2.545 -0.8 0.8 0.4 0.133
C -0.216 2.262 6.995 -1.7 1.7 -0.6 -1.909
C -0.034 2.866 5.563 0.5 -0.3 2.0 1.170
C -0.974 2.243 4.602 -1.5 0.5 -0.3 1.463
O -2.316 2.517 5.056 -0.8 -0.3 0.6 -0.717
C -3.291 1.452 5.125 -0.3 0.8 -1.9 -0.531
N -0.079 4.322 5.671 1.1 -1.3 0.3 -0.311
H -1.150 2.684 7.487 0.9 -0.8 -0.6 0.293
H 0.596 2.566 7.592 1.1 0.7 0.8 0.575
H -0.173 1.199 7.018 -0.5 -0.9 -0.3 0.363
H 0.947 2.459 5.305 0.3 0.7 -0.4 -0.988
H -0.842 1.185 4.602 0.3 -1.0 -0.3 -0.030
H -0.851 2.679 3.599 -0.1 -0.3 0.1 -0.407
H -4.173 1.823 5.662 0.5 0.0 0.2 0.519
H -2.937 0.516 5.529 0.4 -0.1 0.3 0.414
H -3.673 1.258 4.085 0.4 0.0 0.7 -0.145
H -0.734 4.676 6.326 -0.6 0.2 0.2 0.269
H 0.035 4.858 4.846 -0.2 0.3 -0.7 0.206
```
Positions in Å, forces in eV/Å.

## Properties
total energy: -164662.30942 eV
M: 1804.6 g mol⁻¹
2S+1: 1
LUMO level: 0.3961 eV